C27H41OSi | ωB97M-V with the def2-TZVPD basis set

* total charge: +1
* energy above the lowest of the compared OMol25 structures with the same formula, charge and spin: 19.9 kJ/mol
* LUMO: -5.70 eV
* 2S+1: 1

Each line ends with the natural charge from an NBO analysis.
CARTESIAN COORDINATES (ANGSTROEM)
H (-5.254, 1.258, -0.900)  0.248
H (-2.937, 5.254, 0.952)  0.223
C (-3.413, 4.379, 0.516)  -0.125
H (4.104, -3.133, -6.169)  0.215
C (-1.010, -1.217, -1.621)  -0.397
C (-2.344, 2.243, 4.540)  0.074
C (1.891, 0.916, 1.329)  -0.291
C (-2.119, -1.240, -2.673)  -0.390
H (-0.469, 3.116, 0.647)  0.192
H (-3.057, 0.932, 2.926)  0.249
H (2.945, -1.557, -4.617)  0.192
H (-2.629, 4.996, 3.145)  0.266
C (3.809, -2.134, -4.262)  -0.391
H (4.855, -3.966, -4.808)  0.205
C (1.212, 2.117, 1.700)  -0.307
H (0.628, -2.625, 0.595)  0.228
H (-1.997, -0.368, -3.328)  0.194
H (-0.977, 4.555, 2.735)  0.272
H (-1.101, -2.101, -0.969)  0.194
C (-4.230, 4.504, -0.595)  -0.224
C (-1.792, 3.639, 4.612)  -0.472
H (-5.460, 3.463, -2.040)  0.239
C (1.339, 0.455, 0.147)  -0.119
C (-1.915, 4.156, 3.140)  -0.501
H (4.610, -2.862, -2.421)  0.206
C (0.383, -1.157, -2.245)  -0.877
C (-4.844, 3.377, -1.151)  -0.084
H (3.459, -0.248, -2.470)  0.234
C (-2.454, 2.988, 2.353)  0.316
H (3.100, -4.051, -5.045)  0.202
C (1.636, -2.584, 0.151)  -0.881
H (4.104, -1.114, -1.072)  0.231
C (3.307, -2.786, 3.729)  -0.605
C (3.348, -1.164, -1.870)  -0.874
H (-4.396, 5.484, -1.032)  0.243
H (4.692, -1.501, -4.409)  0.199
H (1.565, -3.668, 2.832)  0.200
H (-1.985, -2.134, -3.294)  0.202
C (-3.491, -1.230, -2.016)  -0.601
H (-3.626, -0.328, -1.410)  0.178
H (-1.156, -0.340, -0.974)  0.197
H (-2.367, 4.284, 5.283)  0.262
H (0.450, -0.277, -2.904)  0.232
H (3.958, -1.912, 3.632)  0.198
H (1.700, -3.409, -0.579)  0.239
C (-4.717, 2.132, -0.523)  -0.227
H (-3.611, -2.102, -1.366)  0.206
H (-2.495, 1.617, 5.420)  0.246
C (-3.920, 2.006, 0.606)  -0.113
H (2.675, 0.395, 1.884)  0.240
C (0.215, 2.296, 0.778)  0.068
H (2.897, -3.191, -2.609)  0.189
C (3.661, -2.410, -2.759)  -0.387
C (3.973, -3.396, -5.116)  -0.604
H (3.192, -3.785, 1.082)  0.210
C (2.191, -2.779, 2.683)  -0.391
O (0.290, 1.326, -0.173)  -0.424
H (2.889, -2.781, 4.739)  0.210
H (3.525, -2.061, 1.134)  0.184
C (2.715, -2.801, 1.243)  -0.393
C (-3.205, 3.119, 1.138)  -0.111
H (3.924, -3.685, 3.628)  0.210
H (1.538, -1.908, 2.830)  0.186
H (1.476, 2.756, 2.539)  0.226
H (-4.276, -1.254, -2.774)  0.214
C (-2.640, 1.887, 3.237)  -0.302
H (-3.866, 1.043, 1.119)  0.222
Si (1.708, -1.044, -0.929)  1.646
H (0.548, -2.044, -2.878)  0.237
H (-0.758, 3.654, 4.976)  0.265



C35H31N13O3PbS2 | ωB97M-V with the def2-TZVPD basis set

* energy above the lowest of the compared OMol25 structures with the same formula, charge and spin: 43.4 kJ/mol
* LUMO: -0.51 eV
* 2S+1: 1

Each line ends with the natural charge from an NBO analysis.
CARTESIAN COORDINATES (ANGSTROEM)
H (1.091, 3.746, 3.814)  0.224
C (3.880, 1.577, 0.562)  -0.048
C (-1.461, 0.571, -4.233)  0.001
H (2.370, 2.504, 3.948)  0.247
C (-1.197, 2.120, 1.128)  0.366
H (3.305, -3.246, -1.011)  0.221
O (2.080, -1.428, -3.139)  -0.363
N (0.622, 2.863, -2.658)  -0.661
H (2.518, -1.228, 1.693)  0.224
S (5.605, 1.371, 0.966)  0.251
N (-8.084, -3.169, 1.598)  -0.407
H (-0.299, 2.951, -3.068)  0.381
C (2.312, 1.830, -3.995)  0.639
C (1.354, -1.655, 3.450)  -0.001
C (-3.436, 1.354, -2.644)  0.009
O (3.324, -0.590, -4.690)  -0.459
N (0.146, -1.760, 3.987)  -0.363
N (-1.598, -0.079, -3.082)  -0.358
H (7.593, -1.631, 0.832)  0.208
H (7.291, 0.468, -0.391)  0.231
H (-8.314, -3.699, -0.372)  0.197
H (6.907, -3.975, 1.194)  0.211
C (-2.813, -0.455, -1.028)  0.196
N (-1.755, -0.662, -0.254)  -0.411
O (-0.716, 2.278, -0.081)  -0.915
N (1.810, 0.684, -3.578)  -0.487
H (-4.220, 1.640, 2.653)  0.207
H (5.815, 0.775, -1.336)  0.249
C (-2.601, 0.290, -2.296)  0.142
C (6.210, 0.337, -0.422)  -0.544
H (-1.862, -1.665, 3.620)  0.200
N (1.749, 1.585, 1.397)  -0.402
H (-6.116, -2.806, -1.103)  0.222
H (-4.218, 1.703, -1.979)  0.206
C (-0.729, -1.380, 1.795)  0.135
C (-6.424, -2.719, -0.069)  -0.240
C (-7.649, -3.223, 0.341)  0.042
H (-4.924, -0.695, -1.349)  0.228
C (6.647, -1.986, 0.437)  -0.212
H (3.983, -0.916, -1.349)  0.216
C (5.828, -1.106, -0.266)  -0.052
N (2.450, -0.489, -3.817)  0.629
H (-3.258, -2.348, 2.221)  0.220
C (-1.920, -1.273, 0.911)  0.188
N (3.383, 2.001, -4.776)  -0.785
H (-2.782, 1.684, 4.689)  0.213
N (-3.299, 2.003, -3.793)  -0.369
C (-3.148, 1.787, 2.562)  -0.208
C (5.055, -3.763, 0.130)  -0.225
C (1.526, -1.357, 2.108)  0.025
H (-2.235, 2.102, -5.554)  0.204
H (-5.447, -1.584, 2.955)  0.222
C (4.627, -1.579, -0.783)  -0.169
H (2.206, -1.788, 4.108)  0.208
H (-7.670, -2.548, 3.510)  0.198
C (1.078, 2.260, 2.255)  0.345
C (-0.883, -1.620, 3.163)  0.017
H (3.872, 1.149, -5.013)  0.446
C (-6.045, -2.062, 2.188)  -0.241
H (-0.358, 2.021, 4.441)  0.211
C (-3.156, -1.781, 1.307)  -0.174
C (-0.392, 2.136, 2.301)  -0.209
N (3.112, 1.524, 1.587)  -0.390
H (-3.206, 1.955, 0.421)  0.197
C (-4.263, -1.595, 0.494)  -0.004
C (1.789, 3.125, 3.260)  -0.688
H (3.868, 2.881, -4.800)  0.402
C (-2.322, 1.594, -4.600)  -0.031
C (-2.588, 1.956, 1.313)  -0.249
C (-7.289, -2.590, 2.495)  0.042
C (6.264, -3.303, 0.638)  -0.206
Pb (0.840, 0.731, -0.833)  1.437
C (-2.349, 1.806, 3.704)  -0.288
H (4.751, -4.790, 0.291)  0.212
C (-5.591, -2.129, 0.876)  -0.020
H (2.071, 3.826, -3.768)  0.386
N (0.497, -1.205, 1.281)  -0.407
H (2.506, 3.759, 2.738)  0.244
N (1.612, 2.941, -3.639)  -0.428
H (-0.643, 0.258, -4.873)  0.213
C (-4.087, -0.890, -0.691)  -0.228
S (3.403, 1.962, -1.063)  -0.494
C (-0.988, 2.002, 3.557)  -0.162
H (0.749, 3.557, -1.931)  0.403
C (4.242, -2.899, -0.590)  -0.213